{"formula": "C21H20Cl2O2", "method": "ωB97M-V/def2-TZVPD", "species": ["C", "H", "C", "C", "H", "H", "H", "H", "C", "C", "O", "H", "H", "H", "C", "H", "C", "H", "C", "H", "C", "O", "H", "C", "C", "C", "H", "H", "C", "H", "C", "Cl", "C", "H", "C", "C", "C", "C", "C", "C", "H", "H", "H", "H", "Cl"], "positions_angstrom": [[1.894, -1.066, -2.823], [-0.403, -0.774, 1.841], [2.114, 0.200, 1.755], [-0.942, -0.253, -1.541], [-1.030, 2.729, 0.763], [0.738, -2.363, -4.861], [-1.485, -1.917, -2.828], [-2.629, -0.937, 2.269], [-4.153, 2.121, 2.036], [2.037, 2.828, 2.625], [-1.536, 0.813, -1.719], [0.248, 0.487, -0.097], [-0.694, -0.585, -3.659], [4.251, 0.416, 1.809], [0.629, -2.763, -1.446], [1.941, -0.335, -2.013], [-1.781, 0.810, 1.370], [-3.163, 3.892, 1.290], [-2.793, 0.107, 2.018], [1.983, 3.853, 2.974], [-3.084, 2.840, 1.497], [0.954, -2.434, 0.866], [-0.096, -3.634, -3.959], [0.672, -1.979, -2.742], [0.739, -2.930, -3.929], [0.497, -1.887, -0.182], [1.528, -3.399, -1.331], [1.865, -0.530, -3.778], [-4.003, 0.764, 2.305], [-0.238, -3.464, -1.465], [-0.239, -0.549, -0.214], [-5.593, 2.925, 2.395], [-1.903, 2.169, 1.170], [2.803, -1.680, -2.796], [3.277, 2.244, 2.372], [0.865, 2.127, 2.379], [-0.437, 0.027, 1.083], [3.318, 0.899, 1.979], [-0.647, -1.194, -2.744], [0.886, 0.849, 1.836], [1.663, -3.514, -3.899], [-0.098, 2.617, 2.606], [2.153, -0.843, 1.502], [-4.820, 0.198, 2.686], [4.712, 3.116, 2.599]], "forces_ev_per_a": [[0.0, 0.0, -0.1], [-0.5, -0.3, -0.4], [0.9, 0.8, -0.1], [-0.2, 1.5, -0.2], [-1.1, -0.4, 0.1], [0.0, 0.0, -0.1], [0.3, 0.3, 0.2], [-0.3, 0.1, -0.1], [1.6, -0.6, -0.4], [0.3, 0.0, 0.1], [0.6, -1.9, 0.3], [1.8, -1.1, -2.4], [-0.2, 0.1, 0.4], [0.6, -0.3, 0.0], [0.1, -0.1, 0.4], [0.0, 0.0, 0.0], [1.6, -1.3, 0.4], [-0.1, 0.2, 0.1], [-0.6, 0.8, -0.4], [0.0, -0.1, 0.1], [0.4, -0.7, -0.2], [-1.7, 2.3, -2.6], [-0.1, 0.1, 0.1], [-0.4, 0.1, 0.5], [-0.1, -0.1, -0.1], [1.5, -2.1, 2.0], [-0.4, 0.4, 0.2], [0.1, 0.0, 0.2], [0.9, -0.2, -0.4], [0.4, 0.5, 0.1], [1.7, -0.7, -3.6], [-1.1, 0.5, 0.3], [0.2, 0.9, -0.6], [-0.1, 0.2, 0.0], [-1.3, -1.3, -0.2], [-0.9, 0.4, 0.0], [-2.2, 2.1, 8.0], [-1.3, 0.5, 0.2], [-0.5, 0.3, -0.4], [-1.0, -0.8, -1.7], [0.0, 0.0, 0.0], [0.8, -0.3, -0.2], [0.1, -0.1, -0.2], [-0.5, -0.2, 0.4], [0.8, 0.5, 0.1]], "mol_weight_g_mol": 375.295, "multiplicity": 1, "homo_lumo_gap_ev": 9.36, "largest_force_ev_per_a": 8.59}



{"formula": "C21H20ClF2Si", "method": "ωB97M-V/def2-TZVPD", "species": ["H", "C", "H", "H", "H", "H", "C", "H", "C", "H", "C", "C", "H", "C", "H", "C", "H", "C", "H", "F", "H", "C", "C", "C", "H", "C", "C", "C", "H", "H", "H", "Cl", "H", "C", "C", "C", "H", "C", "F", "Si", "H", "C", "C", "C", "H"], "positions_angstrom": [[4.184, -1.019, -0.913], [-4.430, 1.828, 1.954], [2.506, 3.122, -1.121], [0.745, -4.030, -2.927], [-2.827, -1.190, -1.557], [-2.347, -3.360, 0.616], [3.798, -2.593, -2.347], [-0.520, 0.487, 2.565], [-2.235, 2.277, 0.286], [3.113, -4.156, -3.670], [-3.124, 1.517, 2.361], [-0.567, 1.531, 2.222], [4.115, 1.598, 2.585], [-3.520, 2.681, -0.133], [0.228, 2.489, -0.379], [1.081, -2.425, -1.511], [-3.685, 3.096, -1.129], [3.256, 1.880, 1.982], [-5.286, 1.550, 2.563], [-5.870, 2.708, 0.271], [-0.616, 2.037, 3.241], [1.056, 2.356, 0.309], [2.345, 2.727, -0.115], [-1.948, -1.504, -2.155], [1.794, 1.096, 3.358], [1.494, -3.363, -2.495], [0.830, 1.827, 1.593], [1.954, 1.570, 2.391], [1.775, -0.805, -0.217], [-2.296, -2.062, -3.049], [-1.591, -4.735, -0.258], [5.442, -2.694, -2.853], [-2.969, 0.983, 3.294], [3.412, 2.553, 0.768], [2.827, -3.440, -2.912], [3.420, -1.664, -1.356], [-1.436, 2.288, -0.453], [2.079, -1.558, -0.955], [4.687, 2.802, 0.311], [-0.726, -2.612, -1.233], [-1.463, -0.549, -2.435], [-4.595, 2.482, 0.735], [-1.985, 1.784, 1.582], [-1.404, -3.728, 0.167], [-0.702, -3.782, 1.019]], "forces_ev_per_a": [[-0.3, -0.2, -0.2], [0.6, 0.2, -0.2], [0.0, -0.1, 0.4], [0.3, -0.1, -0.2], [0.4, -0.7, -0.1], [0.3, 0.0, -0.7], [-1.0, 0.0, 0.4], [-0.2, -0.1, -0.3], [-0.2, 0.1, 0.1], [0.0, 0.0, 0.0], [0.1, 0.0, 0.0], [-0.4, 0.0, 0.9], [-0.1, 0.2, -0.1], [0.1, -0.4, 0.6], [0.4, 0.1, 0.2], [1.0, -0.3, -0.5], [0.0, -0.2, 0.3], [-0.5, 0.4, -0.2], [0.1, 0.2, -0.1], [1.2, 0.1, 0.5], [0.2, -0.1, -1.3], [0.3, 0.0, 0.3], [-0.1, -0.1, 0.5], [0.3, -0.1, 0.3], [0.1, 0.1, -0.1], [0.2, 0.6, 0.5], [-0.6, 0.4, -0.3], [0.0, 0.0, -0.1], [0.3, -0.3, -0.3], [0.1, 0.5, 0.3], [0.1, 0.3, 0.4], [-0.3, 0.0, 0.1], [-0.2, 0.2, 0.1], [0.5, -1.0, -0.8], [0.0, 0.2, 0.2], [-0.4, -0.1, -0.1], [-0.4, 0.4, 0.3], [-0.6, -0.4, -0.3], [-1.1, 0.0, 0.5], [-0.7, 1.1, 1.5], [0.1, -0.7, -0.2], [-0.3, -0.7, -0.7], [0.4, 0.1, -0.5], [0.2, 0.4, -0.4], [0.1, -0.2, -0.7]], "mol_weight_g_mol": 373.926, "relative_energy_ev": 0.0000, "charge": 1, "multiplicity": 1, "homo_lumo_gap_ev": 5.84, "largest_force_ev_per_a": 2.02}



{"formula": "C21H20FN7O2", "method": "ωB97M-V/def2-TZVPD", "species": ["C", "H", "C", "H", "H", "C", "F", "N", "C", "C", "N", "C", "H", "C", "C", "H", "C", "C", "H", "H", "H", "O", "N", "C", "O", "C", "H", "H", "H", "H", "H", "C", "H", "C", "H", "C", "H", "C", "H", "C", "C", "H", "H", "N", "C", "C", "N", "H", "N", "N", "C"], "positions_angstrom": [[6.806, -0.300, 1.132], [-6.723, 3.781, -0.522], [5.452, 0.374, -1.193], [-1.257, 1.468, 1.218], [3.125, 0.430, 1.908], [7.497, 0.098, 0.002], [8.848, 0.160, 0.038], [-4.859, -0.417, -0.177], [-3.637, -0.673, 0.231], [-5.905, 3.117, -0.283], [3.338, -0.150, -0.088], [-1.549, 0.454, 0.935], [0.677, 0.061, 1.976], [1.318, -0.933, -1.162], [5.430, -0.364, 1.090], [0.711, -0.887, -2.066], [-3.621, 2.878, 0.497], [-4.704, 3.668, 0.173], [4.947, 0.659, -2.101], [-5.393, -4.006, -1.131], [7.348, -0.565, 2.026], [-1.243, -0.021, -1.395], [-2.938, 0.448, 0.584], [-4.985, 0.941, -0.119], [-1.839, -3.697, 0.500], [-0.736, -0.011, -0.291], [3.209, -0.617, -2.112], [1.516, -1.415, 1.447], [-6.991, 1.331, -0.789], [2.280, 1.465, 0.737], [-4.624, 4.740, 0.274], [-3.792, -3.180, -0.201], [4.897, -0.705, 1.964], [1.263, -0.384, 1.175], [2.367, 0.892, -1.657], [4.722, -0.024, -0.070], [-1.393, -0.237, 1.767], [2.612, -0.135, -1.338], [-5.464, -2.282, -0.797], [-3.102, -1.998, 0.280], [6.833, 0.431, -1.162], [-2.697, 3.314, 0.846], [1.563, -1.977, -0.938], [0.532, -0.399, -0.068], [-3.771, 1.507, 0.346], [2.552, 0.423, 0.982], [-1.921, -2.373, 0.696], [7.394, 0.741, -2.030], [-2.977, -4.196, -0.052], [-5.053, -3.196, -0.647], [-6.066, 1.758, -0.436]], "forces_ev_per_a": [[0.2, 0.1, -0.1], [-0.1, 0.0, 0.0], [-0.3, 0.0, 0.2], [0.0, -0.1, 0.0], [0.0, 0.0, 0.0], [-0.1, 0.0, -0.1], [-0.1, 0.0, 0.0], [0.2, -0.7, 0.0], [-0.3, 0.9, 0.1], [-0.2, 0.0, -0.1], [-0.4, -0.2, 0.0], [0.2, -0.1, -0.1], [0.0, 0.0, 0.0], [0.1, 0.1, -0.5], [-0.1, 0.1, -0.1], [0.1, 0.0, 0.1], [0.2, 0.1, 0.1], [0.1, 0.1, 0.0], [-0.1, 0.0, -0.1], [0.0, 0.0, 0.0], [0.1, 0.0, 0.1], [-0.2, 0.0, -0.1], [-0.2, -0.4, 0.1], [0.6, 0.6, 0.2], [0.3, 0.2, 0.1], [0.0, 0.2, 0.1], [0.0, 0.0, 0.0], [0.0, 0.1, 0.1], [-0.1, 0.0, 0.0], [0.0, 0.0, 0.1], [0.0, 0.1, 0.0], [1.2, 0.2, 0.6], [-0.1, -0.1, 0.1], [0.2, 0.2, 0.2], [0.0, 0.0, -0.1], [0.5, 0.0, 0.0], [0.1, 0.2, 0.0], [-0.1, -0.3, 0.0], [-0.1, -0.1, 0.0], [0.3, -1.6, -0.2], [0.4, -0.1, 0.2], [0.1, 0.1, 0.0], [0.0, 0.0, 0.0], [0.3, -0.1, -0.1], [-0.8, 0.1, -0.2], [-0.2, -0.1, 0.2], [-0.4, 0.4, 0.0], [0.1, 0.0, -0.1], [-1.0, 0.0, -0.4], [-0.5, -0.2, -0.3], [0.1, 0.0, 0.0]], "mol_weight_g_mol": 421.436, "multiplicity": 1, "homo_lumo_gap_ev": 8.24, "smiles": "Nc1nonc1-c1nc2ccccc2n1CC(=O)N1CCN(c2ccc(F)cc2)CC1", "largest_force_ev_per_a": 1.61}



{"formula": "C21H20FNO3", "method": "ωB97M-V/def2-TZVPD", "species": ["C", "H", "H", "F", "H", "C", "C", "O", "C", "N", "H", "O", "H", "H", "C", "C", "H", "H", "H", "C", "H", "H", "C", "C", "C", "C", "C", "C", "C", "C", "O", "H", "H", "H", "C", "H", "H", "H", "C", "C", "C", "C", "C", "H", "H", "H"], "positions_angstrom": [[-1.247, -4.044, -0.037], [-1.199, -1.078, -2.565], [4.430, 2.930, 3.808], [-3.437, -1.923, -4.571], [-0.797, 3.698, -2.183], [1.672, 4.644, -0.069], [1.751, 3.495, 0.708], [0.206, 0.248, 1.054], [2.832, 2.182, 2.610], [-2.287, -4.107, -1.053], [-0.660, 1.650, -0.785], [3.478, 4.382, 2.050], [-2.493, -3.456, -3.744], [0.697, 5.611, -1.710], [-0.688, -2.638, -0.052], [3.776, 2.088, 3.626], [-0.058, -2.388, 0.794], [-1.794, -4.160, -1.942], [-1.810, -0.856, -0.648], [-1.974, -1.827, -0.186], [-3.889, -1.278, -2.155], [-4.434, -2.919, -2.479], [-1.347, -1.638, -3.485], [2.067, -0.047, 3.121], [-2.666, -2.404, -3.503], [1.976, 1.109, 2.355], [-3.551, -2.312, -2.270], [-0.084, 3.640, -1.371], [0.960, 1.175, 1.267], [3.009, -0.135, 4.132], [-0.999, -4.938, 0.715], [-1.355, -0.929, -4.312], [2.335, 5.470, 0.153], [3.079, -1.036, 4.727], [2.754, 3.440, 1.813], [1.393, -0.867, 2.913], [-0.491, -2.297, -3.633], [-3.806, -2.934, -0.267], [0.757, 4.716, -1.106], [0.906, 2.417, 0.445], [3.864, 0.933, 4.383], [-2.961, -2.783, -0.940], [-0.011, 2.495, -0.597], [4.601, 0.861, 5.172], [-0.117, -2.562, -0.984], [-2.388, -1.626, 0.803]], "forces_ev_per_a": [[-0.1, -0.1, 0.0], [0.0, 0.0, 0.0], [0.0, 0.0, 0.0], [-0.1, 0.1, -0.1], [0.0, 0.0, 0.0], [0.0, 0.0, 0.0], [0.0, 0.0, 0.0], [0.0, 0.0, 0.0], [0.0, 0.0, 0.0], [0.0, 0.4, 0.3], [0.0, 0.0, 0.0], [0.0, 0.0, 0.0], [0.0, 0.0, 0.0], [0.0, 0.0, 0.0], [-0.2, -0.1, -0.1], [0.0, 0.0, 0.0], [0.0, 0.0, 0.0], [-0.1, -0.2, 0.0], [-0.1, -0.1, -0.1], [0.0, 0.0, 0.1], [0.0, 0.0, 0.0], [0.0, 0.1, 0.0], [0.0, 0.1, 0.0], [0.0, 0.0, 0.0], [0.0, -0.1, 0.0], [0.0, 0.0, 0.0], [0.0, 0.0, 0.1], [0.0, 0.0, 0.0], [0.0, 0.0, 0.0], [0.0, 0.0, 0.0], [0.2, -0.1, -0.1], [0.0, 0.0, 0.0], [0.0, 0.0, 0.0], [0.0, 0.0, 0.0], [0.0, 0.0, 0.0], [0.0, 0.0, 0.0], [0.0, 0.0, 0.0], [-0.1, -0.1, -0.1], [0.0, 0.0, 0.0], [0.0, 0.0, 0.0], [0.0, 0.0, 0.0], [0.2, 0.0, -0.2], [0.0, 0.0, 0.0], [0.0, 0.0, 0.0], [0.1, 0.1, 0.2], [0.1, 0.0, 0.0]], "mol_weight_g_mol": 353.393, "multiplicity": 1, "homo_lumo_gap_ev": 8.54, "smiles": "C[C@H](F)C[C@@H]1CCC(=O)N1.O=C1c2ccccc2C(=O)c2ccccc21", "largest_force_ev_per_a": 0.46}



{"formula": "C21H20IN6O3Yb", "method": "ωB97M-V/def2-TZVPD", "species": ["C", "C", "C", "C", "C", "C", "H", "C", "H", "C", "C", "Yb", "H", "H", "C", "C", "N", "H", "N", "C", "C", "H", "H", "N", "C", "H", "H", "N", "H", "C", "N", "C", "O", "C", "H", "H", "H", "H", "H", "H", "C", "O", "I", "H", "C", "H", "H", "N", "C", "C", "H", "O"], "positions_angstrom": [[-3.557, -3.239, 12.839], [-2.404, -5.127, 13.768], [-4.450, -0.345, 18.941], [-5.183, 1.336, 20.598], [0.635, -2.717, 19.466], [-6.547, 0.933, 20.396], [-6.016, -1.610, 18.145], [-3.387, -4.633, 12.878], [0.073, -1.088, 13.020], [-1.727, -4.231, 14.600], [-0.069, -0.071, 13.378], [-1.211, -1.870, 16.905], [-4.979, 2.211, 21.231], [-4.023, -0.618, 13.594], [-2.972, -0.915, 13.574], [-4.177, 0.696, 19.872], [-0.133, -5.036, 20.059], [-7.863, -0.473, 19.405], [1.264, -2.368, 20.622], [-5.797, -0.771, 18.804], [-0.803, -0.163, 14.667], [1.275, -2.896, 21.494], [-2.710, -0.037, 15.487], [-1.962, -2.926, 14.594], [-1.606, -5.287, 18.421], [2.417, -0.547, 21.150], [0.925, 0.378, 13.534], [0.829, -1.795, 18.533], [-2.141, -6.180, 13.833], [1.542, -0.790, 19.121], [-2.196, -0.197, 14.615], [-0.124, -3.905, 19.242], [-0.206, -0.226, 15.785], [-3.262, -0.914, 18.099], [-0.978, -4.613, 15.286], [-2.576, -0.629, 12.605], [0.480, -5.215, 20.865], [-3.143, 0.957, 20.049], [1.826, 0.095, 18.584], [-0.685, 0.492, 12.636], [-2.806, -2.414, 13.701], [-3.448, -1.791, 17.166], [-8.140, 2.052, 21.362], [-3.951, -5.309, 12.250], [-6.841, -0.135, 19.523], [-1.386, -6.822, 19.957], [-2.303, -5.724, 17.719], [-0.980, -4.058, 18.221], [-1.110, -5.876, 19.552], [1.841, -1.126, 20.423], [-4.208, -2.768, 12.100], [-2.074, -0.507, 18.410]], "forces_ev_per_a": [[0.5, -0.2, 0.0], [-0.2, 0.4, -0.1], [0.2, 0.0, -0.3], [-1.3, -0.2, -0.7], [1.2, 0.6, 0.5], [0.6, 0.3, -0.1], [-0.1, 0.3, 0.1], [1.0, 0.7, 0.9], [0.1, -0.2, -0.2], [-0.6, -1.3, -0.7], [-0.3, 0.5, -0.3], [0.3, -0.7, 0.7], [0.1, -0.7, -0.2], [0.2, 0.1, 0.2], [1.0, 0.4, 0.4], [-0.2, -0.5, -0.1], [-0.5, 1.3, -0.9], [0.1, 0.0, 0.0], [-0.1, 0.3, -0.1], [0.4, 0.4, 0.3], [-1.3, 0.2, 0.3], [0.0, 0.3, -0.4], [0.3, 0.0, -0.3], [0.6, 1.1, 0.9], [0.7, 0.1, 0.3], [-0.4, -0.6, -0.2], [-0.5, -0.1, -0.1], [-1.3, -0.3, -0.4], [-0.2, 0.2, -0.1], [0.4, -0.1, 0.6], [0.8, -0.3, 0.5], [-0.8, -2.4, 0.4], [-0.9, -0.1, -0.9], [-2.1, 0.7, 2.1], [0.0, 0.1, 0.1], [-0.1, 0.1, -0.2], [-0.6, 0.1, -0.7], [0.0, 0.2, -0.1], [0.0, 0.1, 0.0], [0.7, -0.4, 0.5], [-1.0, -0.9, -0.6], [1.1, 1.0, 0.5], [1.1, -0.9, -0.6], [0.0, 0.1, 0.0], [1.1, 0.2, 0.1], [0.2, -0.3, 0.4], [0.0, 0.3, 0.2], [0.3, 0.5, 0.6], [0.3, 0.6, -0.7], [0.0, 0.2, -0.6], [0.0, -0.2, 0.3], [-0.7, -1.0, -1.2]], "mol_weight_g_mol": 704.374, "relative_energy_ev": 0.5804, "charge": 2, "multiplicity": 2, "homo_lumo_gap_ev": [7.19, 6.24], "largest_force_ev_per_a": 3.10}